Record 1
{
  "formula": "C3H2O3",
  "method": "ωB97M-V with the def2-TZVPD basis set",
  "lumo_energy_ev": -0.49,
  "homo_ev": -9.63,
  "total_energy_ev": -9281.484,
  "relative_energy_kcal_mol": 93.2,
  "homo_lumo_gap_ev": 9.140,
  "elements": ["O", "O", "O", "C", "C", "C", "H", "H"],
  "coordinates": [[-2.458, 0.602, 0.262], [2.372, -0.589, -0.026], [0.424, 0.509, -0.873], [1.338, -0.724, -0.594], [-0.210, -0.065, 0.071], [-1.342, 0.649, 0.723], [-1.100, 1.125, 1.695], [0.976, -1.506, -1.257]]
}

=====

Record 2
{
  "formula": "C4H11N2",
  "method": "ωB97M-V with the def2-TZVPD basis set",
  "lumo_energy_ev": -3.41,
  "homo_ev": -14.66,
  "charge": 1,
  "total_energy_ev": -7297.317,
  "relative_energy_kcal_mol": 83.7,
  "homo_lumo_gap_ev": 11.249,
  "elements": ["N", "N", "C", "C", "C", "C", "H", "H", "H", "H", "H", "H", "H", "H", "H", "H", "H"],
  "coordinates": [[-1.515, 1.224, 0.304], [0.974, -0.210, 0.124], [2.130, 0.423, -0.542], [-0.934, -1.371, -0.915], [-0.186, -0.724, 0.091], [0.264, -0.319, 1.418], [-0.520, -2.400, -1.031], [0.769, -0.957, 2.128], [-1.008, -0.825, -1.881], [3.047, -0.162, -0.239], [-1.261, 2.060, 0.865], [-2.436, 0.957, 0.663], [-1.895, -1.518, -0.412], [1.882, 0.272, -1.514], [-0.143, 0.544, 1.818], [-1.418, 1.538, -0.647], [2.252, 1.467, -0.228]]
}

=====

Record 3
{
  "formula": "F2H4SSi2",
  "method": "ωB97M-V with the def2-TZVPD basis set",
  "lumo_energy_ev": [0.38, -3.44],
  "homo_ev": [-6.73, -9.85],
  "total_energy_ev": -32089.074,
  "s_squared": 2.005,
  "relative_energy_kcal_mol": 23.4,
  "homo_lumo_gap_ev": [7.105, 6.414],
  "multiplicity": 3,
  "elements": ["S", "Si", "Si", "F", "F", "H", "H", "H", "H"],
  "coordinates": [[0.531, 1.971, 0.930], [1.491, 1.487, -0.970], [-0.715, -1.486, 0.063], [0.331, 2.434, -1.708], [-0.103, -2.397, -1.128], [0.306, -1.455, 1.204], [-0.902, 0.050, -0.293], [1.216, 1.085, 1.712], [-2.156, -1.688, 0.191]]
}

=====

Record 4
{
  "formula": "H2N2O3",
  "method": "ωB97M-V with the def2-TZVPD basis set",
  "lumo_energy_ev": 1.04,
  "homo_ev": -9.75,
  "total_energy_ev": -9149.910,
  "relative_energy_kcal_mol": 7.6,
  "homo_lumo_gap_ev": 10.797,
  "elements": ["O", "O", "O", "N", "N", "H", "H"],
  "coordinates": [[0.402, 0.389, -0.651], [-0.605, 0.291, 0.259], [2.316, -1.190, -0.089], [3.578, 0.651, 0.066], [2.922, -0.223, -0.066], [-0.762, 1.153, 0.642], [0.570, -0.533, -0.756]]
}